1 | This record from the OMol25 dataset describes a single C3H7FO2 molecule. The level of theory is the ωB97M-V functional and the def2-TZVPD basis.

```
13
Properties=species:S:1:pos:R:3:nbo_charge:R:1
C -1.33800 0.44020 -0.05222 -0.111
C 0.02302 -0.17341 -0.44082 0.161
C 1.35355 0.46327 0.11889 -0.090
H -2.21449 -1.12428 0.63446 0.470
H -1.59909 1.23068 -0.75794 0.189
H -1.32756 0.95352 0.91907 0.161
H 0.11755 -0.24526 -1.51569 0.159
H 1.48778 1.43277 -0.34812 0.189
H 1.12709 0.60593 1.18888 0.164
H 2.42099 -1.16478 0.52966 0.482
O -2.45109 -0.48454 -0.07772 -0.696
O 2.40549 -0.46492 -0.17404 -0.709
F -0.00523 -1.46919 -0.02442 -0.368
```

Results
Orbital gap: 11.3 eV
Total charge: 0
Structure (SMILES): OCC(F)CO

---

2 | This record from the OMol25 dataset describes 2 unconnected molecules or ions with the total composition C3H7FO2. The level of theory is the ωB97M-V functional and the def2-TZVPD basis.

```
13
Properties=species:S:1:pos:R:3:nbo_charge:R:1
C 1.51816 -0.78335 0.07802 -0.724
C 0.78887 0.26977 -0.67875 0.112
C -1.75948 -0.29481 0.44693 0.440
O 1.01751 1.64057 -0.59252 -0.685
O -2.15896 0.98587 0.46179 -0.711
F -2.37686 -1.07410 -0.56759 -0.378
H 1.58622 -1.77178 -0.42951 0.241
H 1.21381 -0.96709 1.18695 0.213
H 2.67986 -0.54937 0.09870 0.209
H 0.20320 -0.13397 -1.53500 0.172
H -1.69955 -0.60550 1.49488 0.141
H 1.03721 1.78939 0.33821 0.476
H -2.04999 1.49437 -0.30211 0.495
```

Results
Orbital gap (spin up / spin down): 8.1 / 8.9 eV
Total charge: 0

---

Least stable of them? 2.

---

1 | This record from the OMol25 dataset describes a single C18H18N4O2 molecule. The level of theory is the ωB97M-V functional and the def2-TZVPD basis.

```
42
Properties=species:S:1:pos:R:3:nbo_charge:R:1
N 1.96632 -0.39864 0.53502 -0.336
C 2.37417 0.91220 0.52125 0.167
N 3.70280 0.99287 0.52773 -0.425
C 4.18117 -0.29696 0.58389 -0.059
C 5.63737 -0.52940 0.51962 0.410
O 6.50361 0.31667 0.41601 -0.515
C 3.09376 -1.17258 0.60132 -0.034
H 1.67056 1.73574 0.48796 0.203
H 5.87241 -1.62256 0.55879 0.094
H 3.08593 -2.24592 0.67185 0.220
C -3.28541 1.08929 -0.40085 -0.427
N -2.68767 1.36385 -1.69534 -0.299
C -3.31420 2.12905 -2.66992 -0.056
C -2.53452 2.07830 -3.77360 -0.055
N -1.43675 1.28419 -3.47176 -0.290
C -0.44249 0.92018 -4.46626 -0.413
C -1.51906 0.88346 -2.17935 0.419
C -0.62970 -0.09149 -1.52226 0.334
C -0.27609 0.10413 -0.16066 -0.454
C 0.56531 -0.87782 0.52591 -0.115
C 0.08411 -1.11480 1.95622 0.080
C -0.16977 -2.42565 2.35606 -0.233
C -0.60086 -2.67949 3.65799 -0.206
C -0.77527 -1.61832 4.54670 -0.225
C -0.53297 -0.30427 4.13986 -0.205
C -0.10103 -0.04336 2.82738 -0.237
O -0.20613 -1.07019 -2.19664 -0.726
H -2.63487 0.45199 0.20849 0.274
H -3.46350 2.03632 0.12356 0.214
H -4.25300 0.58955 -0.54679 0.214
H -4.26421 2.60245 -2.50155 0.237
H -2.68324 2.50676 -4.74910 0.239
H 0.41530 0.43880 -3.99396 0.272
H -0.88104 0.22875 -5.19860 0.221
H -0.12738 1.82262 -5.00444 0.209
H -0.45832 1.08332 0.30091 0.186
H 0.58711 -1.83553 -0.01898 0.245
H -0.01150 -3.22642 1.62869 0.213
H -0.79658 -3.70971 3.95202 0.215
H -1.06889 -1.82133 5.57675 0.215
H -0.67139 0.52839 4.82931 0.214
H 0.08593 0.98554 2.49676 0.212
```

Results
Orbital gap: 7.5 eV
Total charge: 0

---

2 | This record from the OMol25 dataset describes a single C18H18N4O2 molecule. The level of theory is the ωB97M-V functional and the def2-TZVPD basis.

```
42
Properties=species:S:1:pos:R:3:nbo_charge:R:1
N -6.33363 0.30114 -6.10800 -0.276
C -5.58149 0.21066 -5.20806 0.262
N -4.13913 1.15288 -3.61546 -0.359
O 4.30770 -1.32487 2.00792 -0.526
O 3.41904 1.15358 3.36217 -0.528
C -3.36068 1.08522 -2.53339 0.028
C -4.72505 0.06319 -4.08452 0.043
C -4.53385 -1.18277 -3.47164 -0.179
C 2.43694 -1.15243 0.52581 -0.261
C -3.71847 -1.27701 -2.34903 -0.167
C 1.61066 1.17942 1.78823 -0.221
C 3.18368 -0.63266 1.62811 0.253
C 2.78133 0.56297 2.28209 0.238
C 1.27495 -0.50788 0.09419 0.062
C -3.10328 -0.14280 -1.87606 -0.024
C 0.86815 0.62654 0.73749 -0.068
N -2.60846 0.67877 0.39825 -0.465
N -1.47136 1.20236 1.08916 -0.456
C 4.21996 -1.93193 3.30258 -0.249
C 4.76398 1.68157 3.11400 -0.250
C 0.32983 -0.89028 -1.00355 -0.422
C -2.17531 -0.24701 -0.67065 -0.075
C -0.38367 1.20022 0.12429 -0.088
C -0.75231 0.26155 -1.00020 -0.240
H -2.89809 1.96918 -2.16461 0.199
H -5.03609 -2.07371 -3.81918 0.232
H 2.71424 -2.10038 0.12917 0.221
H -3.56898 -2.18505 -1.83169 0.221
H 1.27934 2.09299 2.22985 0.225
H -3.20270 1.43520 0.02394 0.355
H -1.17617 0.65723 1.90742 0.358
H 4.22985 -1.19300 4.08275 0.182
H 3.28412 -2.50565 3.37870 0.177
H 5.07701 -2.56738 3.45690 0.194
H 4.98637 2.45842 3.83582 0.195
H 4.85639 2.13701 2.11385 0.185
H 5.49852 0.87523 3.22459 0.184
H -0.11819 -1.83247 -0.72081 0.207
H 0.77664 -0.97382 -1.98997 0.222
H -2.12515 -1.26562 -0.24461 0.196
H -0.18619 2.21437 -0.20851 0.197
H -0.70046 0.78702 -1.93730 0.220
```

Results
Orbital gap: 8.8 eV
Total charge: 0
Structure (SMILES): COc1cc2c(cc1OC)[C@@H]1NN[C@@H](c3ccc(C#N)nc3)[C@@H]1C2

---

Least stable of them? 2.

---

1 | This record from the OMol25 dataset describes 2 unconnected molecules or ions with the total composition C3H3Cl3S. The level of theory is the ωB97M-V functional and the def2-TZVPD basis.

```
10
Properties=species:S:1:pos:R:3:nbo_charge:R:1
C 2.05772 0.11573 -0.09486 -0.393
C -0.62404 -0.70038 -0.49120 -0.191
C -1.00055 0.45706 0.30528 -0.256
S 2.40262 1.10361 1.01985 0.237
Cl -0.63236 -2.23491 0.34839 0.010
Cl -0.57682 1.98962 -0.50721 0.004
Cl -2.85228 0.39579 0.40402 -0.073
H 2.53949 -0.71561 -0.60732 0.201
H -0.71604 -0.74623 -1.62537 0.235
H -0.59772 0.33532 1.24843 0.225
```

Results
Orbital gap (spin up / spin down): 8.1 / 7.1 eV
Total charge: 0

---

2 | This record from the OMol25 dataset describes a single C3H3Cl3S molecule. The level of theory is the ωB97M-V functional and the def2-TZVPD basis.

```
10
Properties=species:S:1:pos:R:3:nbo_charge:R:1
C -0.02931 -1.18774 -0.78776 -0.312
C -0.36473 -0.27069 0.62921 -0.303
C -0.42767 1.25208 0.31063 -0.218
S -1.13125 -2.17179 -1.36529 0.171
Cl 0.91897 -0.71206 1.72753 0.005
Cl -1.70025 1.48434 -0.92202 0.007
Cl -0.76277 2.21065 1.84401 -0.024
H 1.04666 -0.85289 -1.07493 0.213
H -1.32158 -0.50401 0.96828 0.223
H 0.61009 1.57287 -0.10802 0.239
```

Results
Orbital gap: 8.4 eV
Total charge: 0
Structure (SMILES): S=C[C@@H](Cl)C(Cl)Cl

---

Least stable of them? 1.

---

1 | This record from the OMol25 dataset describes a molecular structure, C4H8IN2. The level of theory is the ωB97M-V functional and the def2-TZVPD basis.

```
15
Properties=species:S:1:pos:R:3:nbo_charge:R:1
C -0.73834 0.55561 1.28565 -0.269
C -1.25515 -0.61521 0.92048 -0.038
C -0.08231 1.31131 0.15016 -0.524
C 0.38745 0.25418 -0.78227 0.137
N -0.84402 -1.20712 -0.24806 -0.660
N 1.65700 -0.52431 -0.53219 -0.680
I -2.00394 -1.83834 -1.76482 0.404
H -0.85465 0.93625 2.29196 0.252
H -1.89779 -1.19346 1.60658 0.253
H -0.90919 2.01428 -0.28001 0.288
H 0.65842 1.89651 0.55045 0.252
H 0.31886 0.14814 -1.85913 0.233
H 2.31538 -0.06580 -1.16764 0.455
H 1.38724 -1.41742 -0.58260 0.457
H 1.86104 -0.25464 0.41143 0.441
```

Results
Orbital gap: 8.4 eV
Total charge: +1

---

2 | This record from the OMol25 dataset describes a gas-phase ion, C4H8IN2 (charge +1). The level of theory is the ωB97M-V functional and the def2-TZVPD basis.

```
15
Properties=species:S:1:pos:R:3:nbo_charge:R:1
C -1.51732 0.06424 1.44141 -0.231
C 2.25679 -0.97972 0.06834 -0.088
C -0.42587 -0.37309 0.53039 0.126
C -2.02868 1.06339 -1.07028 -0.416
N -1.48616 0.23147 0.01518 -0.291
N 3.40671 -1.25547 -0.43906 -0.733
I 1.76537 0.96663 0.31610 0.351
H -2.27573 -0.56203 1.86977 0.226
H -1.23235 0.95834 1.96626 0.195
H 0.24163 -1.31183 0.28814 0.307
H -1.32127 1.07023 -1.82773 0.227
H -2.95536 0.77502 -1.42319 0.241
H -2.23827 2.13919 -0.83545 0.236
H 4.10650 -0.52874 -0.60394 0.406
H 3.70400 -2.25763 -0.29595 0.443
```

Results
Orbital gap (spin up / spin down): 8.6 / 8.6 eV
Total charge: +1

---

Least stable of them? 2.

---

1 | This record from the OMol25 dataset describes a single C6H6O2S molecule. The level of theory is the ωB97M-V functional and the def2-TZVPD basis.

```
15
Properties=species:S:1:pos:R:3:nbo_charge:R:1
C 0.54782 -0.61752 -1.26310 -0.278
C -0.33160 0.46339 -1.34808 -0.280
C 1.40424 -1.12068 -0.21993 0.506
C 0.94056 -0.93613 1.23163 -0.590
C 0.05495 0.16437 1.40854 -0.254
C -0.32142 1.56507 -0.52973 0.155
O 2.46438 -1.68916 -0.41737 -0.530
O -1.37118 2.51269 -0.77283 -0.697
S 0.58204 1.81705 0.92981 0.285
H 0.49969 -1.16557 -2.20650 0.231
H -1.03598 0.60288 -2.15300 0.243
H 0.33969 -1.87403 1.38002 0.254
H 1.96829 -0.80302 1.88478 0.264
H -0.95224 0.04840 1.04432 0.191
H -1.32896 3.34172 -0.12373 0.500
```

Results
Orbital gap (spin up / spin down): 7.4 / 7.2 eV
Total charge: 0

---

2 | This record from the OMol25 dataset describes 2 unconnected molecules or ions with the total composition C6H6O2S. The level of theory is the ωB97M-V functional and the def2-TZVPD basis.

```
15
Properties=species:S:1:pos:R:3:nbo_charge:R:1
C 1.07495 -1.67641 0.57513 -0.149
C 0.73570 -1.05725 -0.64106 -0.426
C 1.38122 -0.74947 1.51123 -0.444
C 0.32454 0.20604 -0.79649 -0.344
C -2.97642 0.82189 -0.00110 0.701
C -2.28267 1.48611 -0.92351 -0.848
O -3.51476 0.11472 0.74027 -0.487
O 2.46499 1.24910 0.25677 -0.825
S 1.01318 0.86448 0.84521 1.042
H 1.20808 -2.73115 0.77411 0.235
H 0.32541 -1.79338 -1.45963 0.230
H 1.71964 -0.88716 2.47548 0.231
H 2.47153 0.82627 -0.67381 0.517
H -2.71285 2.32088 -1.53832 0.264
H -1.23253 1.00535 -1.14427 0.303
```

Results
Orbital gap: 7.5 eV
Total charge: 0
Structure (SMILES): OS1#CC=CC=1.C=C=O

---

Least stable of them? 2.

---

1 | This record from the OMol25 dataset describes a molecular structure, C3H5NO. The level of theory is the ωB97M-V functional and the def2-TZVPD basis.

```
10
Properties=species:S:1:pos:R:3:lowdin_spin:R:1
C 1.32205 0.02359 -0.00858 0.502
C -0.34309 1.07867 -0.03496 0.757
C -0.84688 -0.36486 0.04317 0.105
N 0.46369 -0.98719 -0.04812 0.136
O 2.48646 0.22601 0.03072 0.363
H -0.47764 1.70434 0.82812 0.049
H -0.44654 1.56290 -0.98998 0.046
H -1.32769 -0.60087 0.99750 0.007
H -1.50805 -0.66263 -0.77505 0.012
H 0.67768 -1.97997 -0.04282 0.023
```

Results
Orbital gap (spin up / spin down): 5.6 / 8.7 eV
Total charge: 0
Spin multiplicity: 3

---

2 | This record from the OMol25 dataset describes a single C3H5NO molecule. The level of theory is the ωB97M-V functional and the def2-TZVPD basis.

```
10
Properties=species:S:1:pos:R:3:lowdin_spin:R:1
C 1.02440 1.00897 0.00577 0.107
C -0.04128 0.20813 -0.17500 0.695
C -1.45084 -0.24226 -0.11698 0.106
N 1.54488 -1.06127 -0.10316 0.903
O 2.18056 0.25734 -0.03620 0.100
H 0.96755 2.02070 0.06772 0.019
H -1.83699 -0.74889 0.68588 0.002
H -1.99591 0.68889 -0.22914 0.036
H -1.61609 -0.87447 -0.95751 0.011
H 1.22371 -1.25713 0.85863 0.020
```

Results
Orbital gap (spin up / spin down): 7.6 / 7.1 eV
Total charge: 0
Spin multiplicity: 3

---

Least stable of them? 2.